Entry 1:
A molecular structure, C10H20N2OPZr, computed with the ωB97M-V functional and the def2-TZVPD basis.

The total energy is -26278.20152 eV. Its LUMO energy (alpha / beta) is -4.2 / -4.2 eV. Its HOMO energy (alpha / beta) is -0.3320 / -0.3320 hartree. Its total charge is +1. The HOMO-LUMO gap (alpha / beta) is 4.8190 / 4.8342 eV.

Cartesian coordinates (Å):
C (-0.68044, -0.57724, -1.53312)
C (-0.14110, -0.11758, -2.76686)
C (-0.60130, 1.21110, -2.96755)
C (-1.36601, 1.60659, -1.84557)
C (-1.41963, 0.49026, -0.91862)
Zr (-0.61672, -0.42766, 1.75657)
P (0.71302, -2.72112, 1.29083)
H (-0.48230, -1.54782, -1.06874)
H (0.48355, -0.70374, -3.44929)
H (-0.38595, 1.81362, -3.85234)
H (-1.99456, 0.47503, 0.04761)
H (-1.84726, 2.56787, -1.66221)
H (2.13056, -2.88804, 1.44335)
H (0.66170, -3.27042, -0.05540)
H (0.23813, -3.91511, 1.99154)
C (3.58212, 1.31792, 1.78124)
N (2.73444, 1.63619, 2.93159)
C (3.37737, 2.30990, 4.05468)
C (1.43263, 1.35668, 2.89008)
O (1.05295, 0.54655, 1.93679)
N (0.44876, 1.82183, 3.68547)
C (0.60190, 2.40413, 5.01587)
C (-0.96844, 1.56820, 3.21462)
H (4.59903, 1.58148, 2.06356)
H (3.30054, 1.91705, 0.90933)
H (3.55072, 0.25778, 1.52436)
H (2.87880, 3.26200, 4.28070)
H (3.40583, 1.65850, 4.94068)
H (4.40399, 2.51713, 3.75513)
H (0.45586, 3.49137, 4.99233)
H (-0.11576, 1.94933, 5.70346)
H (1.59436, 2.17864, 5.39805)
H (-1.05939, 1.54611, 2.01270)
H (-1.48666, 0.74162, 3.77788)
H (-1.57378, 2.46264, 3.43173)


Entry 2:
2 unconnected molecules or ions with the total composition C10H20N2Si, computed with the ωB97M-V functional and the def2-TZVPD basis.

The total energy is -21548.32575 eV. Its LUMO energy (alpha / beta) is 0.0 / 0.1 eV. Its energy above the lowest of the compared OMol25 structures with the same formula, charge and spin is 404.7 kJ/mol. Its HOMO energy (alpha / beta) is -0.2508 / -0.2711 hartree. The HOMO-LUMO gap (alpha / beta) is 6.8208 / 7.4808 eV.

Cartesian coordinates (Å):
C (-1.76714, -3.87927, -0.11294)
C (-1.25165, -2.71239, -0.58854)
C (-1.90316, -2.41129, 1.45875)
C (-2.46967, 2.32291, 0.88712)
C (2.83845, -1.90982, -0.10380)
C (1.88342, 0.78097, -1.96090)
C (2.87800, 1.10336, 1.00926)
C (-1.81795, 1.85583, -0.35534)
C (-1.84840, 0.37392, -0.58493)
C (-1.00336, -0.43958, 0.38740)
N (-2.19545, -3.65881, 1.18384)
N (-1.39611, -1.77402, 0.36270)
Si (2.17231, -0.12947, -0.21569)
H (-1.55407, -4.85287, -0.54077)
H (-0.67353, -2.47205, -1.45468)
H (-2.15362, -2.05394, 2.48239)
H (-2.99192, 3.25874, 0.64384)
H (-3.22141, 1.64225, 1.09823)
H (-1.84292, 2.39934, 1.71364)
H (2.09965, -2.68616, -0.43403)
H (3.76990, -1.99253, -0.63579)
H (3.13383, -1.95858, 1.00664)
H (2.58848, 1.62364, -2.31015)
H (1.93986, 0.04127, -2.74827)
H (0.87159, 1.13165, -2.14191)
H (3.28041, 0.81090, 1.95594)
H (3.77682, 1.53042, 0.47963)
H (2.09385, 1.73665, 1.37841)
H (-0.77243, 2.15429, -0.43622)
H (-2.43790, 2.22421, -1.11313)
H (-1.53108, 0.09761, -1.62891)
H (-2.87714, -0.00538, -0.53338)
H (-1.10821, 0.03662, 1.29570)


Entry 3:
A molecular structure, C10H20N4S, computed with the ωB97M-V functional and the def2-TZVPD basis.

The total energy is -27480.97028 eV. Its LUMO energy is 0.3 eV. Its energy above the lowest of the compared OMol25 structures with the same formula, charge and spin is 939.1 kJ/mol. Its HOMO energy is -0.3028 hartree. The HOMO-LUMO gap is 8.5597 eV.

Cartesian coordinates (Å):
C (1.47798, 2.07123, 0.79603)
C (2.83917, 1.21331, 0.84981)
C (2.63266, -0.16617, 0.49907)
C (2.18580, -0.56377, -0.97104)
C (0.65545, -0.73431, -1.42117)
C (-0.03461, -2.04801, -1.24009)
C (-0.05560, -2.82592, 0.21292)
C (-0.86691, -2.04189, 0.99180)
H (-0.66221, -0.99012, 1.18550)
H (-0.72533, -2.66123, 2.04106)
S (-2.68348, -1.89896, 0.68939)
C (-2.97710, -0.34505, 0.12672)
N (-3.96438, -0.21121, -0.44091)
N (-3.76344, 1.39511, -0.44021)
C (-2.56671, 1.60809, -0.13731)
N (-2.03177, 0.51291, 0.57814)
N (-1.97061, 2.70333, -0.04002)
H (-2.68116, 3.59115, -0.00750)
H (-1.06905, 3.09464, 0.39761)
H (-4.51408, 1.92727, -0.79950)
H (-0.35773, -3.72693, -0.20955)
H (0.93666, -2.65664, 0.58535)
H (0.55203, -2.45495, -1.96733)
H (-1.07859, -1.83224, -1.45801)
H (0.07588, 0.22962, -0.80419)
H (0.55935, -0.10300, -2.27122)
H (2.57225, -1.67583, -1.24088)
H (2.65557, 0.39360, -1.58643)
H (3.31924, -0.81961, 0.88646)
H (1.72392, -0.68910, 1.24469)
H (3.05569, 1.40732, 1.83317)
H (3.43579, 1.60158, 0.07876)
H (0.64901, 1.68349, 1.32160)
H (1.09062, 1.99461, -0.34994)
H (1.58571, 3.01771, 1.06721)


Entry 4:
A molecular structure, C10H20N5O7P2PtS, computed with the ωB97M-V functional and the def2-TZVPD basis.

The total energy is -65112.11505 eV. Its LUMO energy (alpha / beta) is -13.1 / -13.1 eV. Its energy above the lowest of the compared OMol25 structures with the same formula, charge and spin is 429.0 kJ/mol. Its HOMO energy (alpha / beta) is -0.6387 / -0.6387 hartree. Its total charge is +3. The HOMO-LUMO gap (alpha / beta) is 4.2537 / 4.2524 eV.

Cartesian coordinates (Å):
Pt (0.80433, -0.20861, 0.94119)
C (-1.65507, 3.72159, 1.37859)
C (-0.75507, 2.59179, 1.03479)
N (-0.64957, 1.49179, 1.70319)
N (-1.42027, 1.19739, 2.76979)
C (-1.21027, 0.10419, 3.53609)
N (-2.02487, -0.13741, 4.54699)
S (0.11683, -0.93221, 3.23979)
C (0.11823, 2.69799, -0.14471)
C (0.09063, 3.79019, -1.01481)
C (0.97043, 3.82719, -2.08741)
C (1.87073, 2.78969, -2.26821)
C (1.83093, 1.72239, -1.37421)
N (0.98063, 1.69389, -0.36471)
H (-2.00777, 3.68369, 2.40499)
H (-2.52277, 3.72899, 0.71509)
H (-1.14797, 4.67709, 1.25069)
H (-2.22017, 1.79519, 2.98979)
H (-2.80957, 0.45409, 4.79499)
H (-1.84147, -0.91421, 5.16999)
H (-0.60867, 4.59689, -0.86501)
H (0.95833, 4.67139, -2.76301)
H (2.57663, 2.79029, -3.08451)
H (2.49633, 0.87419, -1.49071)
C (-0.21807, -3.72341, -3.05361)
C (-0.10527, -2.55441, -2.13801)
O (0.22543, -1.42141, -2.78031)
P (-1.50177, -2.23501, -0.93141)
O (-2.64017, -1.68891, -1.84731)
O (-2.06237, -3.55831, -0.34411)
O (-1.10507, -1.14841, 0.00889)
P (1.30893, -2.86871, -0.71791)
O (2.32093, -3.79251, -1.45171)
O (0.50283, -3.43711, 0.37599)
O (1.89383, -1.49501, -0.56581)
H (-0.99457, -3.52861, -3.80441)
H (-0.46157, -4.63771, -2.51601)
H (0.69723, -3.84941, -3.63871)
H (0.14573, -0.63651, -2.21551)
H (-3.42977, -2.22361, -1.97921)
H (-1.55967, -4.01551, 0.34199)
H (2.26123, -4.74631, -1.34071)
N (2.93563, 0.18919, 1.80589)
H (3.25653, 1.15019, 1.71589)
H (3.56733, -0.40771, 1.27229)
H (3.02233, -0.07811, 2.78519)


Entry 5:
A gas-phase ion, C10H20NO (charge +1), computed with the ωB97M-V functional and the def2-TZVPD basis.

The total energy is -14224.79424 eV. Its LUMO energy is -4.2 eV. Its energy above the lowest of the compared OMol25 structures with the same formula, charge and spin is 62.0 kJ/mol. Its HOMO energy is -0.5017 hartree. Its total charge is +1. The HOMO-LUMO gap is 9.4965 eV.

Cartesian coordinates (Å):
C (3.41882, -1.11287, 0.03094)
C (3.79513, 0.35237, -0.24126)
C (2.58567, 1.19200, -0.58935)
O (1.67277, 1.35342, 0.51083)
C (0.53913, 0.58482, 0.45775)
C (-0.27846, 0.84395, 1.66872)
N (-1.50262, 0.99811, 1.43731)
C (-1.82482, 1.01282, -0.01021)
C (-3.06636, 0.28190, -0.47991)
C (-2.90206, -1.21422, -0.71461)
C (-2.14734, -1.94314, 0.38705)
C (-0.47158, 0.82091, -0.69665)
H (2.54034, -1.39765, -0.53747)
H (3.20884, -1.25119, 1.08620)
H (4.22862, -1.76904, -0.25508)
H (4.40972, 0.36296, -1.13098)
H (4.32468, 0.78919, 0.59280)
H (2.91193, 2.18804, -0.85644)
H (2.11644, 0.76839, -1.47446)
H (0.70287, -0.50306, 0.51923)
H (0.18858, 0.85256, 2.63807)
H (-2.18508, 1.11237, 2.18135)
H (-2.07559, 2.05769, -0.17937)
H (-3.34797, 0.74445, -1.41537)
H (-3.87799, 0.48212, 0.21223)
H (-2.46970, -1.41464, -1.68389)
H (-3.89887, -1.63605, -0.75482)
H (-2.18800, -3.00600, 0.20790)
H (-2.62396, -1.78642, 1.34739)
H (-1.10425, -1.64359, 0.40405)
H (-0.22549, 1.77018, -1.15635)
H (-0.45340, 0.10961, -1.50559)


Entry 6:
C10H20NOP in the gas phase, computed with the ωB97M-V functional and the def2-TZVPD basis.

The total energy is -23518.02699 eV. Its LUMO energy is 0.2 eV. Its energy above the lowest of the compared OMol25 structures with the same formula, charge and spin is 105.0 kJ/mol. Its HOMO energy is -0.2976 hartree. The HOMO-LUMO gap is 8.3340 eV.

Cartesian coordinates (Å):
C (2.87428, -0.46638, 0.23428)
C (2.61946, 0.75513, -0.69794)
C (1.90541, -1.62886, 0.04965)
C (0.52225, -1.11465, 0.43890)
C (2.31578, -2.70280, 0.99940)
C (-3.71857, -1.15080, 0.27146)
C (-1.23150, 2.51469, -0.63858)
C (3.37226, 1.83794, -0.81084)
C (-3.18342, -0.17054, -0.65748)
C (-1.55207, 1.43342, 0.30614)
N (-1.84622, 0.22121, -0.26480)
O (-0.92693, -1.75049, -1.89305)
P (-0.60626, -0.82869, -0.81149)
H (2.77671, -0.17355, 1.19599)
H (3.85623, -0.78420, 0.10673)
H (1.52942, 0.81010, -1.07873)
H (1.92007, -1.98754, -1.05309)
H (0.55661, -0.47653, 1.42596)
H (1.50835, -3.38531, 1.36766)
H (2.84484, -2.31006, 1.79967)
H (2.92072, -3.35704, 0.42978)
H (-3.06394, -2.05654, 0.27578)
H (-3.72530, -0.78860, 1.33737)
H (-4.70882, -1.55344, -0.04211)
H (-0.28161, 2.30933, -1.22599)
H (-2.04496, 2.60810, -1.31073)
H (-1.13756, 3.44070, -0.13699)
H (4.45938, 1.99914, -0.40198)
H (3.20490, 2.65885, -1.55826)
H (-3.20372, -0.56490, -1.68895)
H (-3.72701, 0.75755, -0.71107)
H (-0.71426, 1.32348, 1.03821)
H (-2.38926, 1.80112, 0.99851)